{
  "formula": "C17H19IrN2OS6Si",
  "method": "ωB97M-V/def2-TZVPD",
  "multiplicity": 1,
  "orbital_gap_ha": 0.2097,
  "species": ["Ir", "C", "Si", "C", "C", "C", "C", "C", "C", "N", "C", "S", "H", "H", "H", "H", "H", "H", "H", "H", "H", "H", "H", "H", "O", "C", "C", "C", "C", "C", "C", "N", "H", "H", "H", "H", "H", "H", "H", "S", "C", "S", "C", "C", "S", "S", "S"],
  "coordinates": [[0.494, -0.982, -0.373], [-0.131, 4.562, -1.887], [-1.687, 3.993, -1.043], [-2.477, 5.423, -0.136], [-2.896, 3.270, -2.258], [-1.253, 2.687, 0.257], [-1.494, 2.876, 1.609], [-1.163, 1.915, 2.575], [-0.595, 0.742, 2.151], [-0.363, 0.526, 0.849], [-0.655, 1.459, -0.083], [-0.160, 0.860, -1.640], [-0.343, 5.409, -2.544], [0.306, 3.765, -2.491], [0.617, 4.881, -1.158], [-2.748, 6.201, -0.853], [-1.797, 5.872, 0.592], [-3.390, 5.124, 0.384], [-3.264, 4.045, -2.934], [-3.756, 2.835, -1.745], [-2.431, 2.487, -2.860], [-1.952, 3.803, 1.935], [-1.348, 2.083, 3.626], [-0.311, -0.052, 2.830], [2.652, -0.803, 1.498], [2.789, -2.046, 2.130], [1.513, -2.847, 2.061], [1.367, -3.890, 2.968], [0.222, -4.655, 2.964], [-0.770, -4.342, 2.050], [-0.551, -3.307, 1.167], [0.577, -2.568, 1.144], [3.445, -0.615, 0.987], [3.055, -1.906, 3.182], [3.576, -2.652, 1.668], [2.162, -4.079, 3.678], [0.097, -5.468, 3.667], [-1.699, -4.891, 2.008], [-1.301, -3.060, 0.435], [3.170, -5.331, -5.639], [2.568, -4.333, -4.490], [0.902, -4.327, -4.000], [1.046, -3.082, -2.786], [2.259, -2.563, -2.606], [2.508, -1.286, -1.437], [3.537, -3.187, -3.614], [-0.325, -2.540, -1.836]],
  "nbo_charge": [0.610, -1.119, 1.634, -1.120, -1.119, -0.511, -0.103, -0.298, 0.084, -0.607, 0.115, -0.028, 0.239, 0.257, 0.240, 0.245, 0.237, 0.237, 0.239, 0.240, 0.257, 0.219, 0.227, 0.208, -0.717, -0.097, 0.217, -0.248, -0.136, -0.259, 0.077, -0.471, 0.500, 0.184, 0.205, 0.225, 0.226, 0.233, 0.228, -0.064, -0.561, 0.468, -0.429, -0.432, -0.014, 0.466, 0.014]
}

=====

{
  "formula": "C37H50F14O20S",
  "method": "ωB97M-V/def2-TZVPD",
  "multiplicity": 1,
  "orbital_gap_ha": 0.3552,
  "smiles": "CCCCCCCCC[C@@]1(CCC(F)(F)C(F)(F)C(F)(F)C(F)(F)F)OS(=O)(=O)O[C@@]1(C)CCOCC.O=C1OC[C@@H](F)O1.O=C1OC[C@@H](F)O1.O=C1OC[C@@H](F)O1.O=C1OC[C@@H](F)O1.O=C1OC[C@@H](F)O1",
  "species": ["C", "C", "C", "C", "C", "C", "C", "C", "C", "C", "C", "C", "C", "F", "F", "C", "F", "F", "C", "F", "F", "C", "F", "F", "F", "O", "S", "O", "O", "O", "C", "C", "C", "C", "O", "C", "C", "H", "H", "H", "H", "H", "H", "H", "H", "H", "H", "H", "H", "H", "H", "H", "H", "H", "H", "H", "H", "H", "H", "H", "H", "H", "H", "H", "H", "H", "H", "H", "H", "H", "H", "H", "C", "C", "O", "C", "O", "O", "F", "H", "H", "H", "C", "C", "O", "C", "O", "O", "F", "H", "H", "H", "C", "C", "O", "C", "O", "O", "F", "H", "H", "H", "C", "C", "O", "C", "O", "O", "F", "H", "H", "H", "C", "C", "O", "C", "O", "O", "F", "H", "H", "H"],
  "coordinates": [[-1.179, -3.835, 0.641], [-2.629, -4.023, 0.177], [-2.759, -4.407, -1.302], [-4.002, -3.817, -1.977], [-3.725, -2.782, -3.075], [-4.074, -1.342, -2.683], [-2.908, -0.358, -2.684], [-1.656, -0.902, -1.989], [-0.902, 0.062, -1.082], [0.260, 0.882, -1.701], [1.057, 1.410, -0.522], [2.393, 2.128, -0.663], [3.524, 1.286, -1.199], [3.627, 1.338, -2.557], [3.367, -0.013, -0.831], [4.900, 1.744, -0.646], [4.880, 3.097, -0.423], [5.121, 1.128, 0.560], [6.145, 1.476, -1.540], [7.222, 1.785, -0.740], [6.154, 2.326, -2.620], [6.365, 0.007, -2.031], [7.714, -0.200, -2.172], [5.745, -0.199, -3.246], [5.882, -0.876, -1.098], [0.982, -0.032, -2.544], [0.585, 0.088, -4.071], [0.069, -1.166, -4.499], [1.620, 0.714, -4.814], [-0.595, 1.102, -3.841], [-0.259, 1.930, -2.671], [0.788, 2.946, -3.202], [-1.444, 2.740, -2.215], [-2.257, 3.332, -3.343], [-3.103, 4.352, -2.883], [-4.195, 3.943, -2.062], [-3.938, 4.350, -0.615], [-0.493, -4.322, -0.033], [-0.943, -2.785, 0.710], [-1.037, -4.235, 1.633], [-3.075, -4.799, 0.785], [-3.176, -3.111, 0.376], [-1.847, -4.094, -1.790], [-2.797, -5.485, -1.322], [-4.624, -3.395, -1.210], [-4.540, -4.635, -2.428], [-4.341, -3.058, -3.916], [-2.695, -2.884, -3.379], [-4.781, -0.966, -3.411], [-4.541, -1.303, -1.710], [-2.663, -0.169, -3.720], [-3.249, 0.543, -2.201], [-1.007, -1.366, -2.711], [-2.000, -1.699, -1.343], [-1.567, 0.718, -0.549], [-0.424, -0.542, -0.325], [0.389, 2.112, -0.043], [1.208, 0.613, 0.184], [2.340, 3.064, -1.184], [2.699, 2.382, 0.343], [0.672, 3.912, -2.737], [1.800, 2.623, -3.069], [0.632, 3.064, -4.258], [-1.082, 3.552, -1.607], [-2.128, 2.184, -1.597], [-2.824, 2.533, -3.809], [-1.644, 3.773, -4.115], [-4.308, 2.867, -2.134], [-5.090, 4.400, -2.457], [-3.197, 5.130, -0.614], [-4.844, 4.690, -0.140], [-3.569, 3.510, -0.061], [-6.785, -0.821, 2.581], [-7.196, -1.567, 1.330], [-6.709, -0.717, 0.302], [-5.632, -0.040, 0.795], [-4.844, 0.551, 0.148], [-5.592, -0.158, 2.142], [-8.544, -1.684, 1.217], [-7.534, -0.082, 2.867], [-6.576, -1.473, 3.424], [-6.744, -2.550, 1.221], [7.083, -0.389, 2.282], [8.522, -0.808, 2.496], [8.662, -0.666, 3.904], [7.429, -0.852, 4.468], [7.248, -1.047, 5.616], [6.473, -0.784, 3.521], [9.399, 0.015, 1.875], [6.998, 0.689, 2.160], [6.607, -0.887, 1.443], [8.745, -1.838, 2.216], [-1.808, 1.887, 4.730], [-0.485, 1.582, 4.058], [-0.772, 1.870, 2.700], [-1.765, 2.808, 2.666], [-2.057, 3.444, 1.715], [-2.340, 2.912, 3.882], [-0.127, 0.281, 4.177], [-2.463, 1.019, 4.706], [-1.705, 2.244, 5.750], [0.347, 2.207, 4.388], [-8.993, -3.391, -1.736], [-7.482, -3.308, -1.825], [-7.196, -4.179, -2.898], [-8.284, -4.200, -3.727], [-8.287, -4.624, -4.824], [-9.350, -3.651, -3.097], [-6.895, -3.777, -0.684], [-9.302, -4.229, -1.110], [-9.459, -2.478, -1.379], [-7.097, -2.313, -2.055], [10.633, 0.638, 5.906], [12.095, 0.258, 6.003], [12.601, 1.223, 6.906], [11.576, 1.613, 7.720], [11.708, 2.212, 8.727], [10.397, 1.201, 7.205], [12.743, 0.369, 4.814], [10.470, 1.399, 5.142], [9.985, -0.204, 5.727], [12.278, -0.739, 6.407]],
  "mulliken_charge": [-1.228, -0.165, -1.177, -0.049, -1.469, 0.156, 0.572, 1.256, -2.415, 3.109, -1.878, -1.685, 1.339, -0.419, -0.415, 0.418, -0.329, -0.242, 0.451, -0.270, -0.262, 0.630, -0.257, -0.205, -0.193, -0.232, 1.313, -0.732, -0.634, -0.301, 1.424, -2.090, -0.957, -0.901, -0.514, -0.020, -0.975, 0.362, 0.145, 0.374, 0.678, -0.080, 0.514, 0.371, -0.141, 0.603, 0.556, 0.574, 0.767, -0.605, 0.308, -1.024, 0.277, -0.901, 0.114, 0.689, 0.286, 0.906, 0.488, 0.684, 0.348, 0.284, 0.619, 0.714, -0.437, 0.372, 0.337, -0.008, 0.409, 0.334, 0.474, 0.066, -0.497, 0.341, -0.243, 0.464, -0.424, -0.288, -0.331, 0.300, 0.303, 0.296, 0.008, 0.317, -0.268, 0.588, -0.495, -0.348, -0.286, 0.105, 0.082, 0.282, -0.463, 0.297, -0.125, 0.563, -0.472, -0.363, -0.290, 0.256, 0.289, 0.270, -0.317, 0.397, -0.285, 0.509, -0.496, -0.339, -0.319, 0.280, 0.268, 0.301, -0.118, 0.303, -0.323, 0.608, -0.497, -0.324, -0.278, 0.205, 0.138, 0.309]
}

=====

Number 1: LUMO -0.932 eV, HOMO energy -6.637 eV. Number 2: LUMO -0.025 eV, HOMO energy -9.692 eV.